No. 1
ORCA calculation (wB97M-V/def2-TZVPD) on one molecule with the formula C5H6F2O3 at a distorted geometry.

```
16
Properties=species:S:1:pos:R:3:forces:R:3:mulliken_charge:R:1
O 1.196281 0.515861 -0.140793 -4.1 0.2 -0.6 -0.058
H 0.666133 -2.649262 0.210540 0.7 0.4 -0.1 0.335
O -0.428924 -0.999432 0.733607 -0.2 2.7 -1.7 -0.270
C 2.924377 0.713136 1.389975 -3.3 2.2 -0.9 0.904
H -0.181879 2.423888 -0.948991 -1.5 -0.4 -1.4 0.317
C 0.353606 -2.092413 1.091270 1.8 -1.4 0.9 -0.690
C -0.840134 1.723532 -1.577933 0.1 -0.2 0.1 -0.573
H -0.396361 1.517741 -2.594773 0.0 -0.1 1.3 0.273
O -0.988855 0.536980 -0.743354 1.3 -1.5 0.5 -0.323
C 0.019426 -0.024293 -0.061799 0.1 1.4 0.2 0.967
H -0.310921 -2.797895 1.551616 -0.5 0.0 0.6 0.254
H 1.179838 -1.802975 1.799943 -0.7 -0.4 -1.1 0.326
C 2.346711 0.063878 0.413442 2.9 -2.7 0.9 -1.178
F 2.343811 1.925778 1.881736 1.0 -1.0 0.1 -0.296
H -1.940221 1.878853 -1.796637 1.5 0.9 0.6 0.223
F 4.002074 0.444225 2.042180 1.0 -0.2 0.5 -0.210
```
Forces are in eV/Å.

Results
Maximum force, Eh/bohr: 0.081
Spin multiplicity: 1
E_HOMO, eV: -7.64
Orbital gap, eV: 8.0
Energy above the lowest of the compared OMol25 structures with the same formula, charge and spin, eV: 2.5828
E, eV: -16853.926
Charge: 0


No. 2
ORCA calculation (wB97M-V/def2-TZVPD) on a 3-piece molecular cluster, C2H10N2O2 overall.

```
16
Properties=species:S:1:pos:R:3:forces:R:3:mulliken_charge:R:1
H -5.758715 0.364710 -1.593705 0.2 -0.2 0.3 0.319
O 2.077729 4.401889 0.213970 0.0 0.0 0.0 -0.640
H 1.747132 4.880500 0.980097 0.0 0.0 0.0 0.321
C 1.252655 -0.915999 -0.898849 -0.2 -0.4 0.1 -0.764
H 1.409222 -1.677235 -1.671219 0.3 0.0 0.1 0.267
H 0.207901 -0.630853 -0.981909 -0.1 0.3 -0.1 0.277
N 1.475616 -1.353820 0.455995 0.0 -0.5 0.1 -0.244
N 0.377678 -1.705371 2.465530 0.1 0.1 0.1 -0.685
H -0.280862 -2.449856 0.664939 -0.3 0.3 -0.4 0.333
H -0.468226 -2.153971 2.800837 0.1 -0.2 0.1 0.256
C 0.446032 -1.846198 1.207067 0.0 -0.3 0.3 0.031
H 1.870233 -0.047265 -1.072420 0.1 0.2 -0.4 0.292
H 2.608922 3.689485 0.581839 0.0 0.0 0.0 0.319
H 2.390691 -1.373746 0.873590 -0.1 0.4 0.0 0.236
H -4.553024 0.614606 -2.431530 0.3 -0.1 0.1 0.321
O -4.802985 0.203122 -1.594230 -0.5 0.3 -0.4 -0.640
```
Forces are in eV/Å.

Results
Maximum force, Eh/bohr: 0.014
Spin multiplicity: 1
E_HOMO, eV: -8.78
Orbital gap, eV: 9.6
Energy above the lowest of the compared OMol25 structures with the same formula, charge and spin, eV: 0.9952
E, eV: -9310.574
Structure (SMILES): [H]/N=C/NC.O.O
Charge: 0


No. 3
ORCA calculation (wB97M-V/def2-TZVPD) on C34H89KN4O13 as an isolated structure at a distorted geometry.

```
141
Properties=species:S:1:pos:R:3:forces:R:3:mulliken_charge:R:1
H -19.508464 5.561463 1.672561 0.2 0.0 -0.2 0.356
C -17.288374 14.144742 -5.250033 -0.8 -0.1 -1.0 -0.602
H -20.700155 6.555315 -0.796556 0.2 -0.2 -0.5 0.089
H -17.170748 12.139477 -1.017770 0.0 0.3 -1.0 -0.281
H -19.779705 15.083475 -6.475394 -0.5 -0.2 0.8 0.043
H -21.417720 16.542305 -9.431488 0.1 1.0 0.5 0.361
H -23.154282 10.119087 -2.175481 0.5 -0.2 0.0 0.027
H -20.647973 13.591435 -0.167082 0.1 -0.3 -0.1 0.133
O -20.374382 15.713523 -10.866443 0.8 0.5 0.3 -0.340
O -20.234308 10.063758 0.749536 -0.5 0.4 -0.1 -0.396
C -21.835654 16.468168 -5.181327 0.5 0.6 -0.4 0.253
H -22.656911 17.946566 -3.118180 0.2 0.2 -0.1 0.348
H -15.787833 12.841147 -0.307183 0.5 0.0 0.4 0.697
H -16.231871 8.697082 -4.249167 0.0 -0.1 0.1 0.179
H -20.842569 8.953385 -1.810253 0.2 -0.1 0.3 -0.741
H -20.513786 8.262247 0.938978 0.4 0.1 0.0 0.422
H -19.628006 16.977381 -9.341576 -0.1 0.2 -0.1 0.326
H -21.581025 5.610258 0.405393 -0.2 -0.1 -0.1 0.578
H -18.354528 8.353898 2.335637 0.2 0.1 0.0 -0.065
H -19.208384 7.276164 3.481144 -0.2 0.4 0.1 0.368
C -20.443307 16.805149 -11.782604 0.4 -0.9 -0.5 -0.756
H -16.672431 10.356542 2.099103 -0.1 0.1 0.0 -0.063
C -19.669193 10.713154 -0.395275 0.4 0.1 0.4 -0.075
O -18.452996 13.347375 -5.341086 0.6 -0.2 0.3 0.207
H -24.165713 17.091761 -2.923065 0.1 -0.4 -0.1 0.252
C -21.330156 6.623138 0.090340 -1.1 0.9 -0.4 -0.459
H -22.417851 13.884902 -4.657742 -0.1 0.1 -0.6 0.283
H -24.227591 9.457899 -0.992401 0.0 -0.3 0.4 0.353
H -21.353748 17.396479 -11.684971 -0.1 0.0 0.2 0.288
C -21.317945 10.806942 1.338523 1.0 0.3 -0.9 -0.976
H -21.355914 7.254579 -3.696987 -0.3 0.0 0.1 0.315
H -22.023967 11.071325 0.551291 -0.4 -0.3 0.0 0.231
H -24.113508 13.849925 -4.194405 -0.2 0.1 -0.4 0.497
O -17.652252 10.575429 -5.629988 0.5 -0.6 0.3 0.322
O -23.123061 16.567905 -4.628133 -1.4 -0.2 -0.2 -0.385
H -13.454022 9.954411 -3.065287 -0.1 -0.2 -0.5 0.207
C -19.763371 14.550355 -1.883908 -1.0 0.6 0.0 -0.213
H -18.986304 11.509663 -0.099731 0.5 -0.2 0.5 0.095
C -16.447432 14.262650 -6.534120 -0.5 0.1 0.2 -1.178
H -11.259121 7.852968 -1.641964 0.1 0.6 -0.5 0.305
H -15.715801 6.659183 4.122199 0.1 -0.2 -0.6 0.291
H -14.885576 8.709082 -5.406052 0.0 -0.3 0.0 0.434
H -12.735686 11.607470 -3.283691 -0.4 0.0 -0.5 0.327
K -20.399685 11.367236 -4.224761 0.3 0.2 -0.2 -0.194
C -23.136978 16.979093 -3.265286 0.5 -0.2 -0.9 -0.536
O -19.405650 13.335724 -2.500498 0.0 -0.8 1.1 0.388
H -22.805446 11.686475 -6.000964 0.1 0.1 0.0 -0.145
H -19.489698 10.349455 -7.246053 0.1 -0.1 0.0 -0.141
H -20.922469 14.293396 -8.560287 -0.1 -0.1 -0.5 0.175
H -19.571782 17.459581 -11.766447 0.1 0.2 0.6 0.315
C -23.282455 13.232531 -4.535374 -0.3 -0.5 -1.2 -0.374
C -19.334447 6.611666 1.438271 -0.3 2.2 0.0 -0.454
H -22.307253 9.447686 -6.402606 0.1 0.1 0.0 0.148
C -20.382862 16.211087 -9.517871 -1.5 -0.9 0.4 -0.589
C -16.272457 10.305945 -5.716109 0.7 -1.9 0.0 -0.148
O -11.866629 9.727429 -0.715139 1.1 -1.4 -1.3 -0.390
H -15.878338 10.427006 -6.725125 -0.3 0.1 -0.4 0.366
C -21.800385 15.904671 -6.641082 0.8 -0.3 1.4 -0.161
C -18.994166 9.716612 -1.344251 -1.3 0.9 0.3 -0.371
H -16.592940 13.849278 -4.464427 0.1 -0.4 0.5 0.209
C -20.523023 7.753032 -4.192890 -0.3 0.2 -0.2 -1.323
C -16.452959 11.255695 1.523386 0.5 -0.3 -1.2 -0.654
N -20.381483 15.643559 -7.062142 -1.0 1.2 -0.7 -0.163
H -13.002009 8.092256 -1.276363 0.0 -0.4 0.1 0.252
H -17.282866 11.961692 1.553642 0.1 0.3 0.5 0.292
H -19.954076 15.224567 -2.718876 -0.6 0.5 0.2 -0.024
H -22.558982 16.230955 -2.722785 -0.2 0.0 0.6 0.083
H -15.234172 12.216370 -2.782739 -0.6 0.3 0.2 0.057
H -16.484795 8.081959 -5.892853 0.0 0.2 -0.1 0.390
H -21.451799 15.078584 -0.389234 0.2 0.5 -0.5 0.485
H -17.730882 11.532191 -5.624621 -0.7 1.3 0.1 -0.351
C -13.019242 10.826934 -2.577674 1.4 -0.1 1.1 -0.456
H -11.716279 7.839765 -0.002603 -0.6 -0.1 0.1 0.248
H -21.790041 10.253083 2.149971 0.3 -0.1 -0.2 0.309
C -18.777400 11.680991 -8.821318 0.1 -0.1 0.4 -1.192
H -23.349316 6.812431 -0.907263 0.3 -0.5 -0.3 0.517
H -17.562243 15.175268 -5.023969 -0.2 0.5 0.3 0.413
H -15.679348 10.589784 -2.274205 -0.2 -0.4 -0.6 -0.052
H -22.326796 16.594140 -7.301089 0.5 0.2 -0.1 0.368
C -15.248294 11.531635 -1.934789 -0.3 -0.9 0.2 0.118
H -21.226481 15.854810 -4.517399 0.4 -0.3 0.0 -0.635
C -11.641187 10.422051 -1.938648 -1.5 0.9 0.0 -0.672
H -23.831845 8.518885 -2.453179 -0.2 -0.1 0.0 0.346
H -18.583304 8.845761 -0.833452 0.6 0.2 0.4 -0.101
H -20.645953 10.675454 -8.551541 -0.4 0.2 0.3 0.491
C -23.433819 9.185176 -1.687851 0.3 -0.1 -0.1 -0.843
H -23.309071 12.809655 -2.734531 0.3 -0.5 0.6 0.221
O -21.012712 8.837474 -5.010836 0.7 0.0 1.6 0.303
N -13.887765 11.339951 -1.554930 0.9 0.7 0.6 -0.377
H -23.765500 13.006139 -6.638509 0.0 0.0 -0.1 0.427
H -15.659473 14.991436 -6.344139 0.3 -0.1 0.0 0.450
N -20.630144 7.285872 1.169781 -0.5 -0.9 1.0 -0.367
C -16.131258 11.918641 -0.775319 -0.9 0.6 0.9 -0.137
O -17.382859 6.558499 2.912231 -0.7 0.2 -1.1 -0.352
H -19.133914 12.522169 -9.415813 -0.3 -0.3 -0.2 0.252
N -20.008756 9.279485 -2.277696 0.0 -0.3 -1.1 2.509
H -19.223572 14.742914 -8.573031 0.1 -0.3 0.5 -0.082
H -18.252586 10.310357 -1.878678 0.4 -0.4 -0.1 0.208
H -21.726219 13.745103 -1.555812 -0.1 0.0 0.1 -0.258
C -11.980481 8.297147 -0.956079 -0.1 0.8 1.1 -0.661
H -15.626417 10.934037 -5.102720 -0.4 0.4 0.4 0.251
C -18.576413 7.318478 2.594053 -0.1 -1.7 0.0 -0.084
H -13.730002 10.878686 -0.670364 -0.3 -0.2 -0.1 0.362
H -16.246259 8.204519 3.374762 0.1 0.2 0.1 0.132
H -24.542101 11.786272 -5.642220 0.0 0.1 0.3 0.424
H -18.356648 10.893491 -9.446556 -0.1 0.0 -0.2 0.451
H -18.913049 13.506792 -3.306516 0.4 0.2 -1.1 -0.378
H -15.481961 11.650522 1.822319 -0.3 0.5 0.6 0.399
H -17.941317 12.096938 -8.259124 0.0 -0.1 0.4 0.149
H -19.015689 7.429159 -2.659667 0.1 -0.3 0.0 0.447
C -21.924732 8.513195 -5.992132 -0.6 0.1 -1.4 -0.892
C -20.232415 15.124830 -8.416558 0.2 0.2 -1.1 0.004
H -18.776443 8.801791 -3.795727 0.7 -0.4 0.0 0.115
H -18.964901 15.042135 -1.328295 0.3 -0.4 0.3 0.354
H -23.195177 7.591918 0.598239 0.1 0.7 0.2 0.367
H -20.393075 16.378556 -12.784400 -0.4 -0.2 0.0 0.263
C -22.641708 7.398285 -0.320601 0.9 -0.8 0.4 -1.053
C -19.883055 11.118192 -7.911185 0.6 1.3 0.0 0.213
H -11.077044 9.891027 -2.705364 0.2 -0.5 0.3 0.382
H -22.808208 7.932981 -5.725809 0.0 -0.2 0.8 0.303
C -20.985980 14.269027 -0.951126 0.9 -0.3 -0.5 -0.514
H -20.071795 7.017019 -4.858312 0.3 -0.1 0.0 0.590
H -21.443599 17.484509 -5.143395 0.6 0.1 -0.3 0.666
O -20.454705 12.206544 -7.123298 -0.7 -1.5 -0.6 0.040
H -17.103512 7.391264 4.741854 -0.3 0.6 0.2 0.317
O -22.294896 8.560010 -1.072609 -1.4 0.3 0.6 0.000
O -22.951818 12.345036 -3.494863 -0.1 -0.5 1.3 -0.373
H -20.392907 11.308437 -0.952029 -0.6 -0.4 -0.2 -0.315
H -11.076803 11.319833 -1.686543 -0.1 0.1 0.1 0.367
H -17.038758 14.679121 -7.349580 -0.2 -0.1 -0.1 0.079
H -21.471534 7.987553 -6.832619 0.3 -0.2 -0.1 0.287
H -16.029252 13.308163 -6.853764 0.1 0.0 0.0 0.162
C -16.570146 7.255072 3.801075 0.0 -0.1 0.8 -0.586
C -15.963236 8.831001 -5.297023 -0.2 1.3 0.0 -1.409
C -23.626707 12.364387 -5.768454 0.2 1.0 0.1 -1.084
O -16.276742 10.848003 0.174991 0.7 -0.5 -0.6 -0.112
H -20.914067 11.763251 1.670863 0.0 0.1 0.5 0.350
H -18.787906 6.827112 0.520129 0.8 -1.0 -0.1 0.139
C -19.493737 8.259107 -3.180018 -0.5 1.1 -1.0 -0.599
H -19.731022 12.666646 -6.691801 1.0 0.5 0.4 -0.164
H -22.445517 15.026415 -6.617318 0.1 -0.6 -0.2 -0.244
```
Forces are in eV/Å.

Results
Maximum force, Eh/bohr: 0.044
Spin multiplicity: 1
E_HOMO, eV: -7.80
Orbital gap, eV: 7.8
E, eV: -85598.314
Charge: 0


Which of these has the highest E? C2H10N2O2